{"formula": "C4H6N2O", "method": "ωB97M-V/def2-TZVPD", "multiplicity": 1, "lumo_energy_ev": 0.5595, "charge": 0, "homo_ev": -8.93, "e_above_lowest_kj_mol": 535.8, "symbols": ["C", "C", "C", "C", "H", "H", "H", "H", "H", "H", "N", "N", "O"], "positions_angstrom": [[-0.743, -1.972, -0.642], [-0.441, -0.757, -1.012], [0.371, 1.369, -0.790], [0.494, 0.920, 1.978], [-0.870, -2.749, -1.429], [-1.255, -2.385, 0.483], [-0.458, -0.689, -2.163], [0.389, 1.364, -1.777], [0.528, 2.029, 1.426], [0.800, 0.507, 2.989], [-0.097, 0.264, -0.121], [0.371, -0.165, 1.117], [0.912, 2.264, -0.059]], "forces_ev_per_a": [[-3.1, -3.8, 2.9], [-0.2, -1.2, -1.6], [2.0, 1.9, 9.2], [0.5, -3.0, -2.5], [0.0, 0.8, 0.7], [2.4, 1.6, -3.3], [0.7, 1.0, 2.0], [-0.3, 0.1, -4.7], [-0.4, -2.9, 2.2], [-0.2, 1.0, -1.2], [0.4, 0.2, -3.1], [-0.7, 4.8, 3.4], [-1.0, -0.6, -3.9]]}

{"formula": "C4H6N2O", "method": "ωB97M-V/def2-TZVPD", "multiplicity": 1, "lumo_energy_ev": 0.7679, "charge": 0, "homo_ev": -9.33, "e_above_lowest_kj_mol": 424.6, "symbols": ["C", "C", "C", "C", "N", "N", "O", "H", "H", "H", "H", "H", "H"], "positions_angstrom": [[-1.940, 1.528, -0.285], [-0.872, -1.930, 0.050], [0.164, -1.276, -0.306], [1.517, 1.110, 0.569], [-2.736, 0.727, -0.289], [1.226, -0.760, -0.455], [1.062, 1.918, -0.190], [-1.803, -1.540, -0.079], [-0.637, -2.775, 0.567], [0.916, 0.603, 1.491], [2.562, 0.906, 0.466], [1.797, -0.836, -1.267], [-1.255, 2.325, -0.273]], "forces_ev_per_a": [[0.8, 1.3, 0.0], [0.4, 0.8, -0.4], [-0.2, -0.8, -0.3], [-1.1, -0.6, 1.8], [-1.5, -1.7, 0.0], [1.8, 0.9, 0.0], [-1.0, 1.0, -0.2], [-2.5, 0.7, -0.3], [0.1, -2.5, 1.4], [1.2, 1.2, -1.8], [1.1, -0.5, 0.7], [0.2, -0.2, -0.8], [0.7, 0.4, 0.0]]}

{"formula": "C4H6N2O", "method": "ωB97M-V/def2-TZVPD", "multiplicity": 1, "lumo_energy_ev": 0.2325, "charge": 0, "homo_ev": -8.56, "e_above_lowest_kj_mol": 336.1, "symbols": ["C", "C", "C", "C", "N", "N", "O", "H", "H", "H", "H", "H", "H"], "positions_angstrom": [[-0.388, 1.471, 1.549], [0.618, 0.582, 1.943], [-0.772, 1.019, 0.298], [-0.192, -1.401, -1.608], [0.827, -0.334, 1.001], [0.004, -0.033, 0.034], [0.589, -0.944, -2.571], [-0.783, 2.307, 2.091], [1.197, 0.568, 2.846], [-1.501, 1.385, -0.398], [0.120, -2.241, -1.005], [-1.242, -1.235, -1.770], [1.522, -1.144, -2.411]], "forces_ev_per_a": [[-0.1, 0.1, 0.1], [-0.1, 0.2, 0.0], [0.0, 0.3, 0.4], [0.8, 2.4, 2.3], [0.6, -0.5, 0.4], [-0.8, -2.4, -3.4], [-0.3, -0.3, 0.0], [-0.1, 0.2, 0.1], [0.1, 0.0, 0.2], [-0.1, 0.0, -0.1], [0.1, -0.1, 0.1], [-0.1, 0.0, -0.1], [-0.2, 0.0, 0.1]]}

{"formula": "C4H6N2O", "method": "ωB97M-V/def2-TZVPD", "multiplicity": 1, "lumo_energy_ev": 1.0687, "charge": 0, "homo_ev": -8.94, "e_above_lowest_kj_mol": 268.8, "symbols": ["C", "C", "C", "C", "H", "H", "H", "H", "H", "H", "N", "N", "O"], "positions_angstrom": [[-2.006, -0.606, 0.018], [-0.586, -0.117, 0.051], [-0.146, 1.179, 0.080], [1.226, 1.180, -0.026], [-2.168, -1.371, -0.794], [-2.658, 0.234, -0.209], [-2.286, -1.093, 0.976], [-0.752, 2.086, 0.000], [2.023, 1.895, -0.093], [2.596, -1.625, 0.002], [1.525, -0.123, -0.037], [0.464, -0.951, -0.039], [2.769, -0.689, 0.073]], "forces_ev_per_a": [[0.1, -1.0, -0.3], [0.0, -1.4, -0.4], [-0.7, 2.8, -0.6], [0.6, -1.0, 0.4], [0.3, 0.7, 0.8], [-0.2, 0.0, 0.2], [0.0, 0.4, -0.5], [0.2, -0.5, 0.3], [-0.1, 0.3, 0.1], [-0.3, -0.7, -0.1], [-0.8, -1.3, -0.2], [0.5, 0.6, 0.5], [0.3, 1.1, -0.1]]}

{"formula": "C4H6N2O", "method": "ωB97M-V/def2-TZVPD", "multiplicity": 1, "lumo_energy_ev": 0.8239, "charge": 0, "homo_ev": -7.61, "e_above_lowest_kj_mol": 249.9, "symbols": ["N", "C", "C", "N", "C", "O", "C", "H", "H", "H", "H", "H", "H"], "positions_angstrom": [[-2.166, 0.654, -0.291], [-0.870, 0.124, -0.090], [-0.446, -1.113, -0.422], [0.920, -1.164, -0.101], [1.331, 0.041, 0.304], [2.629, 0.174, 0.643], [0.242, 0.954, 0.310], [-2.786, 0.067, 0.242], [-2.259, 1.589, 0.094], [-0.966, -1.965, -0.819], [1.504, -1.975, -0.215], [2.765, 1.084, 0.935], [0.103, 1.529, -0.590]], "forces_ev_per_a": [[0.1, -0.2, 0.2], [-0.4, -0.4, -0.1], [-0.2, -0.5, 0.4], [0.0, 0.0, 0.1], [-0.4, 0.0, -0.4], [-0.2, 0.3, -0.3], [0.2, -0.9, -0.1], [-0.6, -0.1, -0.1], [0.3, -0.2, 0.0], [0.0, -0.1, 0.0], [0.1, 0.0, 0.3], [-0.1, -0.1, 0.0], [1.2, 2.2, 0.2]]}

{"formula": "C4H6N2O", "method": "ωB97M-V/def2-TZVPD", "multiplicity": 1, "lumo_energy_ev": 0.8644, "charge": 0, "homo_ev": -8.35, "e_above_lowest_kj_mol": 308.3, "symbols": ["C", "C", "N", "O", "C", "N", "C", "H", "H", "H", "H", "H", "H"], "positions_angstrom": [[-2.174, 0.367, -0.088], [-0.801, -0.198, -0.178], [-0.526, -1.149, -1.036], [0.889, -1.371, -0.930], [1.328, -0.489, -0.057], [2.548, 0.058, 0.050], [0.319, 0.208, 0.567], [-2.853, -0.217, -0.706], [-2.508, 0.354, 0.953], [-2.187, 1.411, -0.425], [2.173, 0.958, 0.416], [3.438, -0.363, -0.191], [0.353, 0.430, 1.623]], "forces_ev_per_a": [[-0.2, -0.1, 0.0], [-0.4, -0.6, 0.0], [-0.4, 0.2, -0.2], [0.2, 0.4, -0.2], [-0.7, 0.2, 0.2], [-0.3, 0.1, 0.2], [-0.7, -1.0, 0.2], [-0.1, 0.1, 0.1], [-0.1, 0.0, -0.1], [0.1, -0.3, 0.0], [2.9, -0.4, -0.3], [-0.3, 0.6, 0.3], [0.0, 0.8, -0.2]]}

{"formula": "C4H6N2O", "method": "ωB97M-V/def2-TZVPD", "multiplicity": 1, "lumo_energy_ev": 0.9119, "charge": 0, "homo_ev": -8.39, "e_above_lowest_kj_mol": 395.8, "symbols": ["C", "C", "C", "C", "O", "N", "N", "H", "H", "H", "H", "H", "H"], "positions_angstrom": [[-0.764, -0.840, 0.048], [-0.071, 0.392, 0.457], [1.382, 0.584, 0.131], [0.353, 1.352, -0.639], [-2.116, -0.826, 0.152], [-0.036, -2.140, -0.375], [-0.075, -2.164, 0.819], [-2.510, -1.559, -0.341], [-0.445, 0.840, 1.375], [1.898, -0.213, -0.385], [1.989, 1.105, 0.856], [0.230, 2.405, -0.437], [0.163, 1.065, -1.661]], "forces_ev_per_a": [[1.9, -2.8, 1.6], [0.1, 0.2, -0.7], [-0.1, -0.1, -0.1], [0.0, 0.2, 0.3], [-0.2, -0.3, -0.3], [-0.8, 1.4, -1.1], [-0.9, 1.4, 0.5], [0.1, 0.2, 0.0], [0.0, -0.1, -0.1], [0.0, -0.1, 0.0], [0.0, 0.0, 0.0], [0.1, 0.1, 0.0], [0.0, -0.1, 0.0]]}

{"formula": "C4H6N2O", "method": "ωB97M-V/def2-TZVPD", "multiplicity": 1, "lumo_energy_ev": 0.9367, "charge": 0, "homo_ev": -9.41, "e_above_lowest_kj_mol": 259.9, "symbols": ["C", "C", "C", "C", "H", "H", "H", "H", "H", "H", "N", "N", "O"], "positions_angstrom": [[-0.999, -1.243, 0.833], [-0.417, 0.085, 0.203], [-0.819, 1.381, 0.477], [0.739, 0.336, -0.587], [-0.725, -1.321, 1.890], [-0.475, -2.215, 0.551], [-2.052, -1.307, 0.712], [-1.780, 1.657, 0.982], [2.492, -0.305, -0.971], [1.448, -0.522, -2.235], [1.026, 1.653, -0.612], [1.571, -0.532, -1.252], [-0.010, 2.335, 0.007]], "forces_ev_per_a": [[2.6, 0.0, -0.4], [-0.5, 0.0, 0.7], [-2.0, -1.1, 0.9], [-0.6, 2.9, 0.9], [-0.4, 0.8, 0.1], [-0.8, 1.5, -0.8], [-0.8, -0.2, -0.1], [1.3, 0.2, -0.4], [1.2, 0.0, -0.3], [0.0, 0.1, -0.9], [-0.1, -1.0, -1.0], [0.0, -1.3, 0.9], [0.1, -1.8, 0.3]]}

{"formula": "C4H6N2O", "method": "ωB97M-V/def2-TZVPD", "multiplicity": 1, "lumo_energy_ev": 0.2990, "charge": 0, "homo_ev": -10.23, "e_above_lowest_kj_mol": 188.0, "symbols": ["C", "C", "O", "C", "N", "C", "N", "H", "H", "H", "H", "H", "H"], "positions_angstrom": [[0.894, -0.419, 0.577], [1.165, 0.907, -0.090], [0.285, 0.966, -1.224], [-0.864, 0.285, -0.976], [-1.875, 0.391, -1.724], [-0.614, -0.518, 0.257], [-1.426, -1.139, 1.004], [1.435, -1.260, 0.121], [1.193, -0.410, 1.645], [-0.655, -1.346, 1.636], [2.181, 1.031, -0.452], [0.909, 1.716, 0.606], [-2.628, -0.204, -1.379]], "forces_ev_per_a": [[-0.1, 0.1, -0.3], [0.3, 0.2, -0.1], [0.0, 0.2, -0.3], [-0.2, 0.1, -0.2], [0.4, -0.1, 0.4], [0.7, -0.1, 0.1], [0.8, 0.5, -0.3], [-0.2, 0.3, -0.2], [-0.6, 0.0, -0.5], [-1.3, -1.4, 1.6], [0.0, 0.1, -0.1], [0.1, 0.0, -0.2], [0.1, 0.0, 0.0]]}

{"formula": "C4H6N2O", "method": "ωB97M-V/def2-TZVPD", "multiplicity": 1, "lumo_energy_ev": 0.7281, "charge": 0, "homo_ev": -8.50, "e_above_lowest_kj_mol": 287.2, "symbols": ["N", "C", "C", "N", "C", "O", "C", "H", "H", "H", "H", "H", "H"], "positions_angstrom": [[0.293, 2.233, -0.222], [0.030, 0.878, -0.030], [-1.022, 0.342, 0.731], [-1.043, -1.009, 0.692], [0.009, -1.351, -0.220], [0.432, -2.648, -0.324], [0.691, -0.194, -0.630], [-0.057, 2.824, 0.519], [1.264, 2.438, -0.414], [-1.814, 0.886, 1.233], [-1.248, -1.366, -0.519], [0.921, -2.865, 0.481], [1.544, -0.168, -1.295]], "forces_ev_per_a": [[0.1, 0.1, 0.1], [0.0, -0.2, 0.1], [0.0, 0.1, 0.0], [0.1, 0.0, 0.0], [0.2, 0.2, 0.0], [0.1, 0.0, 0.2], [-0.1, 0.0, 0.0], [0.0, -0.1, -0.1], [-0.1, 0.0, 0.0], [0.1, -0.1, -0.1], [-0.2, 0.1, -0.1], [-0.1, -0.1, -0.1], [-0.1, 0.0, 0.1]]}

What is the charge in the first record? 0